# 1
Formula: C6H14O
Source: the OMol25 dataset
Level of theory: wB97M-V/def2-TZVPD

Last column: natural (NBO) charge in e.
Element x y z (Å)
C (1.78988, 0.96969, 0.77074)  -0.604
C (0.32194, 1.07935, 0.35271)  -0.229
C (-0.43460, 2.02543, 1.28550)  -0.598
C (-0.37364, -0.29013, 0.31044)  -0.406
C (-0.14425, -1.08575, -0.96993)  0.100
C (-0.96505, -2.37160, -0.97715)  -0.629
O (-0.53410, -0.24452, -2.04893)  -0.728
H (2.26359, 1.95829, 0.79839)  0.208
H (2.36929, 0.34465, 0.08104)  0.205
H (1.87701, 0.53414, 1.77525)  0.197
H (0.27856, 1.49434, -0.66153)  0.217
H (0.03062, 3.01751, 1.30949)  0.206
H (-0.44996, 1.63763, 2.31271)  0.197
H (-1.47326, 2.14652, 0.95695)  0.208
H (-1.45836, -0.14868, 0.41062)  0.205
H (-0.05245, -0.90059, 1.16713)  0.202
H (0.92729, -1.33552, -1.06119)  0.152
H (-2.03102, -2.12278, -0.92437)  0.212
H (-0.71444, -3.01395, -0.12591)  0.213
H (-0.79453, -2.94812, -1.89492)  0.202
H (-0.43250, -0.74589, -2.86702)  0.467

Output
SMILES string   CC(C)C[C@@H](C)O
Orbital gap   11.201 eV
E_HOMO   -10.22 eV
Charge   0
Strongest force on any atom   0.007 Eh/bohr
ΔE to the lowest compared entry with this formula, charge and spin   15.2 kJ/mol
E   -8496.7345 eV

---

# 2
Formula: C6H12NP
Source: the OMol25 dataset
Level of theory: wB97M-V/def2-TZVPD

Last column: natural (NBO) charge in e.
Element x y z (Å)
C (0.07757, -0.00759, 0.09562)  -0.228
C (1.20259, -0.74039, -0.72031)  -0.091
C (0.39527, 1.51704, -0.03138)  -0.510
C (-1.33897, -0.45144, -0.39065)  -0.616
C (1.40177, -2.14609, -0.50923)  -0.612
C (-0.22600, 2.54376, 0.88342)  -0.623
N (2.43554, 0.04073, -0.58068)  -0.815
P (2.37072, 1.54549, -0.11331)  0.985
H (0.16522, -0.30888, 1.07857)  0.192
H (0.83781, -0.55994, -1.79239)  0.193
H (-0.09999, 1.73613, -1.09739)  0.204
H (-1.20472, -0.14587, -1.49906)  0.203
H (-2.02845, 0.36168, 0.13199)  0.208
H (-1.68606, -1.46881, -0.18831)  0.227
H (1.92501, -2.72740, -1.42909)  0.221
H (0.45200, -2.65677, -0.33011)  0.213
H (1.97479, -2.39178, 0.40459)  0.221
H (0.25840, 2.31812, 1.89393)  0.196
H (-1.32147, 2.43157, 0.98847)  0.211
H (0.01270, 3.57014, 0.66091)  0.220

Output
SMILES string   C[C@H]1[C@H](C)N=P[C@@H]1C
Orbital gap   9.056 eV
E_HOMO   -9.10 eV
Charge   0
Strongest force on any atom   0.087 Eh/bohr
ΔE to the lowest compared entry with this formula, charge and spin   2.9 kJ/mol
E   -17193.6334 eV

---

# 3
Formula: C10H30O5P2SSiTc
Source: the OMol25 dataset
Level of theory: wB97M-V/def2-TZVPD

Last column: natural (NBO) charge in e.
Element x y z (Å)
Tc (0.04222, -0.20928, 0.02098)  0.508
Si (-0.30709, -2.43892, -0.82540)  0.698
P (2.57225, -0.39339, 0.12582)  1.047
P (-2.24670, -0.10569, 0.04494)  1.048
H (0.92526, -1.24273, -0.92698)  -0.026
C (3.22325, 1.23703, 0.25561)  -0.976
H (4.31651, 1.20950, 0.14928)  0.228
H (2.94739, 1.64706, 1.23670)  0.312
H (2.80163, 1.89183, -0.52323)  0.256
C (3.22838, -1.21424, -1.35922)  -0.952
H (4.30951, -1.34660, -1.29317)  0.238
H (3.01314, -0.60498, -2.24694)  0.247
H (2.76011, -2.18630, -1.54886)  0.254
C (2.71486, -1.39837, 1.61964)  -0.943
H (3.64453, -1.96452, 1.56009)  0.228
H (1.84896, -2.06188, 1.70531)  0.272
H (2.71004, -0.69176, 2.44955)  0.294
C (-2.78530, 1.59882, 0.35694)  -0.959
H (-3.87792, 1.66486, 0.22503)  0.218
H (-2.29229, 2.23565, -0.38663)  0.275
H (-2.49455, 1.91671, 1.36839)  0.291
C (-3.35598, -0.56628, -1.29952)  -0.950
H (-4.38169, -0.44476, -0.93120)  0.239
H (-3.17399, -1.59635, -1.60746)  0.239
H (-3.16452, 0.12128, -2.12768)  0.254
C (-2.80675, -1.06239, 1.53264)  -0.921
H (-3.86385, -1.31446, 1.38473)  0.225
H (-2.64084, -0.43511, 2.41983)  0.283
H (-2.19201, -1.97163, 1.60189)  0.250
C (-0.36220, -2.71785, -2.72462)  -1.061
H (0.49097, -2.23929, -3.21158)  0.224
H (-1.30296, -2.31829, -3.10701)  0.232
H (-0.32082, -3.79845, -2.85310)  0.238
H (0.80834, -3.24099, -0.26478)  -0.179
H (-1.52343, -3.04866, -0.26923)  -0.167
C (-0.52457, 2.72318, -3.39535)  0.591
O (-1.38174, 2.70636, -2.51027)  -0.551
C (0.83268, 3.40536, -3.12822)  -0.722
H (1.54874, 3.22246, -3.94808)  0.209
H (1.23065, 2.81528, -2.28632)  0.242
H (0.88039, 4.51966, -2.97864)  0.254
C (-0.54287, 1.62807, -4.44426)  -0.726
H (-1.32283, 1.58866, -5.25294)  0.253
H (-0.54344, 0.70068, -3.85508)  0.240
H (0.45818, 1.62074, -4.90297)  0.212
O (-0.05378, -0.39591, 2.56244)  -1.038
S (0.07784, 1.08518, 2.70803)  2.522
O (1.42261, 1.43689, 3.11098)  -0.973
O (0.05908, 1.57908, 0.98440)  -1.026
O (-1.12460, 1.65646, 3.25821)  -0.952

Output
Multiplicity   4
Orbital gap (spin up / spin down)   8.417 / 6.989 eV
⟨S²⟩   3.776
E_HOMO (spin up / spin down)   -8.32 / -7.93 eV
Charge   0
Strongest force on any atom   0.078 Eh/bohr
ΔE to the lowest compared entry with this formula, charge and spin   43.4 kJ/mol
E   -60581.1332 eV